(1)
{
  "formula": "BrH3NP",
  "method": "the ωB97M-V functional and the def2-TZVPD basis",
  "elements": ["N", "P", "Br", "H", "H", "H"],
  "positions_angstrom": [[0.989, 0.680, -0.273], [0.131, -1.218, 0.050], [-1.410, -0.755, 1.508], [0.973, 1.165, 0.611], [0.089, 1.081, -0.796], [-0.771, -0.953, -1.101]],
  "forces_ev_per_a": [[-3.9, -2.2, -1.7], [1.2, 3.3, -1.9], [-0.7, 0.1, 0.7], [0.0, 0.0, 0.6], [2.6, -0.7, 1.4], [0.9, -0.5, 0.9]],
  "lowdin_charge": [-0.276, 0.344, 0.107, -0.061, 0.013, -0.127],
  "smiles": "NPBr",
  "e_tot_ha": -2971.8918,
  "de_lowest_ev": 1.197,
  "homo_ev": -9.79
}



(2)
{
  "formula": "BrH3P2",
  "method": "the ωB97M-V functional and the def2-TZVPD basis",
  "elements": ["P", "P", "Br", "H", "H", "H"],
  "positions_angstrom": [[-0.494, -0.401, 0.117], [-1.627, -0.059, -1.538], [2.900, -0.274, 0.079], [2.184, 0.397, -0.947], [-0.968, -1.604, 0.268], [-1.070, 1.182, -1.648]],
  "forces_ev_per_a": [[0.3, 2.9, -0.9], [0.1, -1.1, 0.7], [0.3, 0.0, -0.1], [0.1, 0.0, 0.0], [-1.1, -3.1, 0.5], [0.3, 1.3, -0.3]],
  "lowdin_charge": [0.300, 0.323, 0.264, -0.300, -0.301, -0.286],
  "e_tot_ha": -3258.4522,
  "de_lowest_ev": 1.353,
  "homo_ev": -9.39
}



(3)
{
  "formula": "BrHN2O2",
  "method": "the ωB97M-V functional and the def2-TZVPD basis",
  "elements": ["N", "N", "O", "O", "Br", "H"],
  "positions_angstrom": [[-3.207, -0.257, 0.188], [-3.246, 0.185, 1.231], [-3.431, -0.616, -0.872], [-1.004, -0.864, 0.931], [-0.044, -1.153, -0.331], [1.116, -0.238, -0.252]],
  "forces_ev_per_a": [[-1.7, 3.0, 6.0], [0.3, -0.8, -1.8], [0.3, -1.8, -4.0], [-1.1, 0.3, 2.5], [2.4, -0.6, -2.8], [-0.3, -0.2, 0.1]],
  "lowdin_charge": [-0.370, 0.222, 0.088, -0.871, 1.015, -0.084],
  "e_tot_ha": -2834.3810,
  "de_lowest_ev": 0.647,
  "homo_ev": -9.46
}



(4)
{
  "formula": "BrHNO2S",
  "method": "the ωB97M-V functional and the def2-TZVPD basis",
  "elements": ["N", "O", "O", "S", "Br", "H"],
  "positions_angstrom": [[-2.448, -1.099, -0.096], [1.834, 0.396, 1.186], [1.907, 1.598, -0.941], [1.864, 0.295, -0.262], [-0.984, -0.081, -0.740], [-2.173, -1.109, 0.853]],
  "forces_ev_per_a": [[-0.1, -0.2, -1.4], [0.2, -0.4, -0.6], [0.0, -1.5, 0.4], [-0.3, 1.7, 0.3], [0.2, 0.4, -0.4], [0.1, -0.1, 1.7]],
  "lowdin_charge": [-0.664, -0.522, -0.529, 0.632, 0.315, -0.233],
  "charge": -1,
  "e_tot_ha": -3178.0057,
  "de_lowest_ev": 1.439,
  "homo_ev": [-2.60, -2.60]
}